[1]
This record from OMol25 describes a molecular structure, C28H42BN13PPdS. The level of theory is wB97M-V/def2-TZVPD.

XYZ file:
```
87
Properties=species:S:1:pos:R:3:mulliken_charge:R:1
Pd 0.64977 -1.36570 -1.00001 0.309
C 0.79402 -3.03003 -4.99088 -1.190
C 0.17647 -2.85845 -3.75210 -0.268
N 0.59785 -1.73948 -3.17767 -0.061
N 1.51220 -1.18582 -4.01036 0.493
C 1.64192 -1.94598 -5.11053 -0.136
B 2.15992 0.13273 -3.52450 0.570
N 1.01131 1.04944 -3.02365 0.281
C 0.28707 1.94120 -3.72514 -0.207
C -0.72081 2.41922 -2.91409 -1.594
C -0.54257 1.72782 -1.71088 -1.258
N 0.49406 0.90440 -1.78680 0.425
N 3.12436 -0.18652 -2.35475 0.495
C 4.43025 0.11366 -2.22315 -0.003
C 4.86820 -0.37481 -1.01057 -1.468
C 3.74080 -0.97955 -0.44384 -0.374
N 2.70874 -0.85447 -1.26471 -0.035
N 2.94646 0.87715 -4.59505 0.527
C 3.29551 2.18831 -4.57619 -0.267
C 4.22659 2.39416 -5.56281 -0.949
C 4.40218 1.12100 -6.13625 -0.290
N 3.64433 0.21503 -5.54625 -1.080
H 0.65809 -3.83195 -5.69445 0.421
H -0.52874 -3.49147 -3.23900 0.382
H 2.32982 -1.65732 -5.88441 0.496
H 0.54218 2.17978 -4.74394 0.661
H -1.46397 3.15751 -3.16022 0.502
H -1.09799 1.78311 -0.78895 1.141
H 4.95708 0.62638 -3.01089 0.360
H 5.86384 -0.32796 -0.60684 0.453
H 3.63434 -1.52519 0.48130 0.423
H 2.86973 2.86859 -3.85750 0.494
H 4.70440 3.32037 -5.83032 0.425
H 5.04523 0.82986 -6.95180 0.460
S 2.84058 -4.39503 1.33994 -0.445
C 1.83664 -3.85055 0.18908 0.408
N 1.10763 -3.44845 -0.64455 -0.491
N -0.44498 -1.15939 0.66151 -0.769
P -1.13267 -0.21550 1.76027 -1.087
N -0.36960 1.23293 1.95451 0.907
C -0.87850 2.28388 2.85921 -0.826
C 0.15739 2.62475 3.92084 -0.961
C 1.39381 3.24891 3.26494 -0.753
C 1.66099 2.60825 1.89284 -1.052
C 1.10750 1.19676 1.81282 0.300
N -2.68725 0.16282 1.33989 0.973
C -3.19996 1.51235 1.04450 -0.362
C -4.36563 1.46598 0.06264 -1.172
C -4.06842 0.60960 -1.16675 -0.558
C -3.51261 -0.77583 -0.76997 -0.060
C -3.46171 -0.93918 0.74043 -0.947
N -1.06164 -1.11564 3.15204 0.572
C -1.81477 -0.63874 4.32773 -0.196
C -1.76594 -1.67300 5.44212 -1.122
C -2.41514 -2.99463 5.01944 -0.650
C -2.11396 -3.31430 3.54381 -0.434
C -0.86471 -2.58108 3.08224 -0.382
H -1.80791 1.95260 3.32046 0.706
H -1.11606 3.18452 2.28187 0.300
H 0.42837 1.71187 4.45767 0.281
H -0.28206 3.30487 4.65282 0.473
H 2.25968 3.12857 3.91785 0.332
H 1.24073 4.32352 3.14643 0.316
H 2.73059 2.56611 1.68347 0.521
H 1.21342 3.19969 1.08997 0.251
H 1.55508 0.56273 2.58795 0.375
H 1.34922 0.75883 0.84761 -0.424
H -2.40061 2.12560 0.62599 0.355
H -3.52974 2.00023 1.96615 0.192
H -4.59228 2.49347 -0.22851 0.493
H -5.25812 1.09346 0.57047 0.411
H -3.35375 1.12462 -1.81226 0.176
H -4.98464 0.50202 -1.74877 0.358
H -2.49555 -0.89422 -1.14937 -0.304
H -4.10710 -1.58233 -1.20356 0.549
H -2.99368 -1.88544 1.00616 0.225
H -4.46304 -0.94341 1.18006 0.525
H -2.86143 -0.43523 4.05862 0.277
H -1.37808 0.29618 4.68273 0.210
H -2.25877 -1.26390 6.32526 0.421
H -0.72150 -1.83560 5.71765 0.349
H -3.49481 -2.94378 5.17566 0.383
H -2.04633 -3.79504 5.66290 0.278
H -2.95260 -3.00487 2.91490 0.031
H -1.98928 -4.38711 3.39309 0.508
H -0.58694 -2.84807 2.06304 0.009
H -0.01250 -2.84981 3.71139 0.386
```

The expectation value of S² is 3.763. As for the total charge: 0. Its HOMO-LUMO gap (alpha / beta) is 7.7 / 6.0 eV. The multiplicity is 4. As for the HOMO energy (alpha / beta): -7.32 / -7.42 eV. For the total energy, the calculation gives -2696.3290 Ha.



[2]
This record from OMol25 describes a molecular structure, C28H42BeBrN3P2. The level of theory is wB97M-V/def2-TZVPD.

XYZ file:
```
77
Properties=species:S:1:pos:R:3:mulliken_charge:R:1
C -0.59175 7.25948 -5.86835 -0.442
C -0.77661 5.89089 -6.02433 0.427
C -1.05330 5.37630 -7.30967 -0.451
C -1.16271 6.29191 -8.37964 -0.294
N -1.00459 7.60634 -8.18304 -0.546
C -0.71742 8.09777 -6.97861 -0.354
C -0.72857 5.08240 -4.80636 0.012
C -0.84124 4.32324 -3.85953 -1.191
C -1.07059 3.09812 -3.18433 1.877
C 0.17955 2.44037 -2.92432 -1.314
C 0.15235 1.02165 -3.13476 -0.636
C -1.06055 0.48136 -2.70156 1.233
C -2.34650 1.17322 -2.68062 -1.033
C -2.35967 2.47303 -3.14132 -1.139
Be -0.75991 3.03785 -1.31986 -0.063
P 2.27643 -0.67195 -1.09857 0.708
H -1.21419 4.31524 -7.47469 0.401
H -0.39161 7.65182 -4.87236 0.387
H -1.38340 5.92509 -9.38839 0.360
H -0.57874 9.17834 -6.84944 0.351
H -3.24890 2.96704 -3.53529 0.612
H 1.11408 3.03008 -2.81205 0.755
H -3.26681 0.56845 -2.52348 0.677
H 0.88121 0.52935 -3.76614 0.766
C 2.31928 -2.19793 -0.03586 -0.834
C 2.95958 -3.49036 -0.52818 -1.388
H 1.26958 -2.39688 0.22634 0.434
H 2.82620 -1.88932 0.89012 0.557
H 2.95689 -4.21711 0.29083 0.426
H 2.41374 -3.96631 -1.34847 0.234
H 4.00161 -3.36649 -0.83786 0.309
C 2.58652 -1.27399 -2.81809 1.088
C 3.39608 -0.40649 -3.77634 -1.596
H 1.58957 -1.41389 -3.25270 -1.611
H 3.05046 -2.25572 -2.72162 0.743
H 3.14481 -0.68901 -4.80469 0.420
H 3.20594 0.66662 -3.69424 0.307
H 4.47505 -0.56881 -3.69262 0.391
C 3.84958 0.14684 -0.65956 -0.611
C 5.10163 -0.71496 -0.76014 -1.344
H 3.73046 0.52548 0.36849 0.445
H 3.92073 1.02814 -1.31541 0.379
H 5.97816 -0.08872 -0.56472 0.423
H 5.10403 -1.51691 -0.01694 0.266
H 5.23440 -1.15779 -1.75250 0.274
Br -0.98205 -1.13268 -1.64696 0.138
P -2.09751 -2.47525 -3.23595 -0.183
C -0.39261 -3.24002 -3.34160 0.056
C -0.15134 -4.59772 -3.98557 -1.542
H 0.04205 -3.31014 -2.31645 0.254
H 0.19481 -2.47822 -3.88502 0.174
H 0.90405 -4.61100 -4.28101 0.417
H -0.29254 -5.41102 -3.26192 0.383
H -0.77977 -4.77572 -4.86713 0.381
C -3.38634 -2.90911 -1.95133 -0.239
C -4.65903 -3.63800 -2.40816 -1.355
H -3.70509 -1.96898 -1.45359 0.352
H -2.92641 -3.49791 -1.13799 0.457
H -5.24868 -3.94893 -1.53028 0.399
H -5.31677 -3.00024 -3.01031 0.341
H -4.44720 -4.53332 -3.00463 0.360
C -2.45317 -1.31647 -4.61613 0.181
C -2.89430 -1.76130 -6.01886 -1.503
H -1.58302 -0.66860 -4.74719 0.282
H -3.25036 -0.68876 -4.20594 0.374
H -3.31098 -0.88369 -6.52686 0.438
H -2.05719 -2.07545 -6.64104 0.370
H -3.65756 -2.53783 -6.04101 0.358
N 0.82294 2.22872 2.16376 -0.015
C -0.41311 1.59706 2.38344 -0.565
C -0.87721 1.33434 1.13272 -0.426
N -0.06501 1.97438 0.17542 0.592
C 1.03574 2.32728 0.85925 -0.537
H 1.39260 2.65619 2.89026 0.274
H -0.81072 1.50624 3.39924 0.404
H -1.74156 0.74916 0.90502 0.492
H 1.96723 2.68210 0.42022 0.471
```

As for the total charge: +2. Its HOMO-LUMO gap (alpha / beta) is 5.4 / 5.5 eV. The calculation puts the energy above the lowest of the compared OMol25 structures with the same formula, charge and spin at 131.5 kcal/mol. As for the HOMO energy (alpha / beta): -11.89 / -11.97 eV. For the total energy, the calculation gives -4527.0141 Ha.



[3]
This record from OMol25 describes a molecular structure, C28H42BrN3NiP2. The level of theory is wB97M-V/def2-TZVPD.

XYZ file:
```
77
Properties=species:S:1:pos:R:3:mulliken_charge:R:1
C -0.25439 -1.73645 -7.63592 -0.244
C 0.32184 -0.76152 -6.80068 0.774
C 1.10177 0.24776 -7.38089 -0.510
C 1.25916 0.29812 -8.79396 -0.294
N 0.67618 -0.65293 -9.56239 -0.518
C -0.07607 -1.65148 -9.03911 -0.368
C 0.14704 -0.75198 -5.31705 -0.327
C -0.14172 -1.40900 -4.17730 -0.384
C 0.21724 -2.02992 -2.97908 0.403
C -0.79830 -1.74774 -1.99243 -0.754
C -0.36165 -1.08282 -0.88046 -1.016
C 1.13142 -1.14646 -0.64139 -0.277
C 2.14009 -1.33308 -1.61727 -0.468
C 1.59154 -2.01891 -2.63735 -0.320
Ni 0.07972 -0.08734 0.85744 -0.106
P -1.85883 0.60416 1.86650 1.174
H 1.60548 0.94917 -6.74254 0.412
H -0.79621 -2.55341 -7.20005 0.419
H 1.87249 1.09161 -9.26311 0.338
H -0.52347 -2.40437 -9.72905 0.347
H 2.30388 -2.44619 -3.42900 0.479
H -1.81629 -1.91101 -2.27032 0.600
H 3.27394 -1.32238 -1.41580 0.321
H -1.21457 -0.73798 -0.15653 1.625
C -1.61652 0.59109 3.70870 -0.272
C -1.98422 1.91341 4.35091 -1.049
H -0.57143 0.35011 3.92774 0.208
H -2.20927 -0.23797 4.09620 0.541
H -1.96830 1.80590 5.44407 0.446
H -1.24206 2.69148 4.10630 0.085
H -2.98924 2.27258 4.07490 0.267
C -1.86460 2.27029 1.10903 -0.459
C -2.43204 2.36312 -0.31021 -1.481
H -0.80799 2.61015 1.08252 -0.049
H -2.34839 2.98970 1.79592 0.660
H -2.20774 3.35186 -0.67226 0.479
H -1.93742 1.64710 -0.94275 0.256
H -3.49472 2.21626 -0.37625 0.351
C -3.60157 0.05024 1.61878 -0.495
C -4.63297 1.07779 2.08768 -1.360
H -3.73547 -0.90936 2.13875 0.486
H -3.71281 -0.17798 0.54757 0.453
H -5.60295 0.81537 1.64593 0.405
H -4.75160 1.06506 3.18154 0.351
H -4.37604 2.09524 1.75327 0.329
Br 1.64510 -2.99561 0.55607 -0.167
P 2.18420 0.68875 1.75466 0.677
C 1.26817 2.21630 2.30119 1.079
C 1.72628 3.28371 3.30036 -1.537
H 0.30439 1.78012 2.51596 -1.456
H 1.03818 2.69597 1.34426 0.421
H 0.89078 3.98539 3.50041 0.416
H 2.09178 2.81570 4.23239 0.332
H 2.56324 3.82324 2.81913 0.403
C 2.81786 -0.63988 2.99826 -0.228
C 4.33439 -0.68027 3.20651 -1.213
H 2.41753 -1.53643 2.56394 0.124
H 2.25469 -0.52484 3.93147 0.415
H 4.59726 -1.50612 3.89452 0.397
H 4.81905 -0.85404 2.22454 0.305
H 4.63101 0.29435 3.61649 0.339
C 3.16017 1.05770 0.14765 -0.263
C 3.90875 2.32467 -0.27699 -1.453
H 2.33670 0.78421 -0.51083 0.313
H 3.79641 0.19287 -0.07572 0.322
H 4.19620 2.26900 -1.33065 0.399
H 3.32377 3.23672 -0.10371 0.311
H 4.82294 2.38911 0.32212 0.380
N -0.95852 -3.02154 2.81852 -0.329
C -1.78331 -4.05541 2.99275 -0.295
C -2.62808 -4.09805 1.92160 -1.099
C -2.29672 -3.00549 1.10338 -0.189
N -1.29397 -2.31145 1.68141 0.597
H -0.10013 -2.81470 3.32684 0.116
H -1.71995 -4.62106 3.88817 0.501
H -3.42116 -4.76012 1.74090 0.478
H -2.71995 -2.67011 0.16377 0.442
```

The expectation value of S² is 2.353. As for the total charge: +2. Its HOMO-LUMO gap (alpha / beta) is 5.9 / 5.8 eV. The calculation puts the energy above the lowest of the compared OMol25 structures with the same formula, charge and spin at 106.7 kcal/mol. The multiplicity is 3. As for the HOMO energy (alpha / beta): -13.40 / -13.47 eV. For the total energy, the calculation gives -6020.5254 Ha.